# 1
The following is a DFT calculation (ωB97M-V/def2-TZVPD) of a structure of composition C25H31N11O3S3Y.

Results
F_max	0.122	eV/Å
charge	+1
HOMO level	-10.3	eV
Kohn-Sham gap	7.61	eV

Last column: Löwdin charge in e.
Element x y z (Å)
H1 -2.33965 -5.01039 -3.45870  0.117
H2 2.93442 4.03640 2.94421  0.110
C1 -2.29235 -1.55192 3.67661  -0.320
C2 0.37430 4.40901 -2.02228  -0.031
H3 -1.17848 -3.35129 3.85623  0.082
O1 1.90999 -5.71174 4.93420  -0.014
C3 2.33381 -3.76985 2.68868  -0.422
C4 -0.36048 0.06709 -4.66814  -0.018
C5 2.08186 -2.21641 0.82290  -0.127
C6 -1.18563 -2.48962 -1.67738  -0.815
H4 -1.23925 0.54582 -5.10702  0.101
S1 -1.35000 -2.12145 0.01299  0.612
N1 -1.60268 -0.75534 2.78139  -0.102
H5 -0.45209 -1.00498 -4.79339  0.062
H6 0.51613 0.42465 -5.21105  0.090
H7 0.04800 2.57876 -4.83227  0.111
C7 2.33416 -3.51920 1.21786  -0.100
S2 -2.20272 1.25728 0.98973  0.591
C8 -2.48382 0.07992 2.16117  -0.790
O2 2.46790 0.69796 0.03894  -0.309
C9 4.65566 3.67501 1.71797  -0.053
H8 4.70548 1.24008 -0.64012  0.139
H9 1.65482 -2.48828 -2.38174  0.106
H10 -2.05964 -3.36965 -4.03114  0.109
C10 3.37580 3.44664 2.15427  -0.076
C11 2.24339 -4.10737 -1.09081  -0.019
N2 -1.55256 -3.73377 -2.05085  -0.022
C12 2.57924 2.43500 1.58831  -0.656
C13 -0.24963 0.40963 -3.21647  -0.253
C14 0.12102 2.81838 -3.78243  0.003
N3 1.81187 -1.85888 -0.42728  -0.006
C15 3.10072 -5.06563 4.58625  -0.233
C16 0.01550 1.81604 -2.82850  -0.207
H11 0.27159 -0.26764 3.20646  0.081
H12 -0.41977 -4.97283 -5.03136  0.075
N4 -0.43341 -0.43126 -2.25756  -0.046
H13 2.60086 -5.52900 0.46870  0.126
H14 -4.53599 0.16100 2.51487  0.163
H15 0.07957 -1.77286 2.55747  0.053
H16 5.25017 4.45935 2.16637  0.116
N5 3.15134 -4.71474 3.17372  0.115
H17 3.24186 -4.15282 5.16566  0.132
H18 6.18555 3.03639 0.31268  0.113
C17 -1.64661 -2.60173 4.49668  0.010
N6 -3.64266 -0.24658 2.73413  0.048
O3 1.58389 -3.11240 3.41399  0.035
Y1 0.27403 0.17621 0.05669  1.079
N7 -0.23382 -0.79997 2.49916  0.014
S3 0.96186 2.11348 2.05192  0.623
C18 0.30475 4.12985 -3.37360  -0.030
C19 4.40355 1.90751 0.15189  -0.012
H19 -1.92785 -4.31628 -1.32353  0.107
N8 -0.75974 -1.70403 -2.64159  -0.017
H20 3.91668 -5.75424 4.78602  0.134
C20 1.90411 -2.79537 -1.37482  -0.111
C21 2.42487 -4.48676 0.22895  0.016
H21 1.21522 -5.04373 4.96072  0.080
N9 0.10309 2.09025 -1.51387  0.014
C22 -0.29591 -4.60924 -4.01077  -0.090
H22 0.38389 4.92130 -4.10708  0.119
H23 -2.40496 -3.07921 5.11084  0.094
H24 0.39878 -3.76920 -4.03019  0.051
H25 0.50348 5.41688 -1.65504  0.115
C23 0.27253 3.35664 -1.12822  -0.121
N10 -3.54911 -1.25263 3.65487  0.146
H26 2.31306 -4.83016 -1.89113  0.112
C24 5.18460 2.88877 0.68911  -0.047
H27 -0.87420 -2.17778 5.13947  0.094
C25 -1.63653 -4.17800 -3.43415  -0.238
H28 0.32588 3.52154 -0.05926  0.062
N11 3.14356 1.69796 0.59746  -0.193
H29 0.13834 -5.41390 -3.41482  0.067
H30 3.73055 -5.24640 2.54636  0.144
H31 2.08209 -1.42618 1.56753  0.108


# 2
The following is a DFT calculation (ωB97M-V/def2-TZVPD) of a cluster of 3 separate species, C33H64FN6 in total in a non-equilibrium geometry.

Results
F_max	1.715	eV/Å
charge	+1
HOMO level	-9.4	eV
Kohn-Sham gap	4.67	eV

Last column: Löwdin charge in e.
Element x y z (Å)
H1 7.28797 -0.22753 0.19126  0.101
H2 2.03834 -3.05721 2.33160  0.090
C1 -2.22075 1.46874 1.21090  -0.202
H3 -12.48916 -0.24941 -0.65329  0.092
H4 -6.76443 -2.05273 3.12442  0.105
C2 4.31165 0.10233 3.61529  -0.087
H5 3.51071 2.08522 0.01778  0.028
C3 1.98937 0.34518 -1.58991  0.054
H6 -9.42232 -3.29142 -1.03789  0.117
H7 6.99664 -0.15249 -2.46326  0.090
C4 -10.97009 -1.01211 0.68320  -0.132
H8 8.55536 -2.00460 -5.02856  0.115
H9 5.94661 -2.96532 -2.99705  0.058
H10 4.87284 -1.55907 -3.05210  0.052
C5 -7.41712 -1.17380 3.18354  -0.191
H11 4.81277 1.89570 -4.63637  0.073
F1 1.97272 2.57043 -1.76461  0.125
H12 -9.11717 -3.43705 1.74562  0.127
H13 -6.37733 0.71339 3.03141  0.103
N1 7.08828 -0.63095 -4.47733  -0.195
H14 -5.41878 0.75996 0.10028  0.106
H15 4.28467 0.36082 4.67461  0.080
H16 -9.24311 -2.16365 3.62912  0.113
C6 5.93958 0.09374 -4.98102  -0.274
H17 6.47017 1.97604 -4.04060  0.086
H18 -11.13920 -0.43558 1.58197  0.113
H19 0.63089 -2.67997 0.53813  0.124
H20 3.45424 0.58726 3.14168  0.048
H21 7.86899 -1.09547 -6.33555  0.113
H22 5.69865 -2.48427 -6.05852  0.065
H23 6.16042 0.43103 -5.99647  0.123
H24 -9.50367 -0.65605 2.81720  0.084
C7 -11.08482 -1.91970 -1.33319  -0.106
N2 -9.99423 -1.94195 0.57965  -0.121
H25 7.94062 -1.55425 -2.81923  0.121
N3 2.02005 -2.09084 2.02671  0.050
H26 -8.15323 0.06911 0.59465  0.106
H27 -2.81353 3.53622 1.11767  0.105
H28 -5.91295 -0.44146 1.78194  0.095
C8 0.81330 -1.82950 1.21601  -0.196
H29 5.03345 0.06351 -0.28157  0.100
C9 0.09390 0.98033 2.13899  -0.099
H30 5.04356 -0.54478 -5.05351  0.098
H31 -4.64009 1.82120 2.23726  0.093
H32 0.83331 1.29917 2.88270  0.135
C10 7.19001 0.27095 1.16079  -0.238
C11 -4.63999 2.40117 1.30719  -0.211
H33 -0.38140 0.07449 2.51517  0.109
C12 -1.00148 2.05068 1.94498  -0.191
C13 6.70392 -2.80204 -5.77787  -0.084
H34 1.96633 -1.78508 -1.24321  0.150
C14 -8.86189 -1.53650 2.81112  -0.191
H35 4.18701 -0.97676 3.53087  0.068
C15 1.10621 -0.61359 0.35889  -0.105
C16 4.45594 1.97086 0.54511  -0.052
H36 -5.02827 3.39108 1.58437  0.111
N4 1.64603 1.47022 -1.03162  -0.108
C17 5.82667 -1.93435 -2.66973  -0.085
H37 -0.08590 -1.71856 1.82157  0.113
H38 -3.26948 2.56912 -0.34781  0.105
C18 -6.76986 -0.03098 2.32711  -0.198
H39 5.20738 2.49553 -0.04165  0.068
H40 6.62783 -3.52280 -4.96408  0.055
C19 -3.20971 2.58626 0.74372  -0.179
H41 -7.68369 2.10372 -0.22963  0.106
H42 5.75540 -1.95340 -1.57766  0.058
C20 1.70940 -0.80453 -0.86134  0.068
C21 7.60682 -1.61984 -5.41172  -0.242
H43 -11.43844 -2.11943 -2.33620  0.092
H44 4.35172 2.47630 1.50577  0.082
C22 5.60475 1.32204 -4.14994  -0.091
H45 -1.91701 0.90559 0.31203  0.105
C23 -8.96645 -2.37457 1.52266  -0.135
C24 -11.67094 -0.93125 -0.48191  -0.088
H46 8.82284 1.65297 0.88613  0.077
H47 5.24611 1.04914 -3.15226  0.042
H48 6.43335 0.13037 3.61998  0.124
N5 1.06182 1.73857 0.06517  0.251
H49 -7.42883 -0.85826 4.23333  0.105
H50 -0.64369 2.91448 1.37769  0.107
H51 -5.49097 2.36366 -0.66383  0.107
H52 -7.29504 2.86896 1.29212  0.109
N6 5.82256 0.10848 1.63841  -0.187
C25 7.00977 -1.05078 -3.08960  -0.244
C26 4.78574 0.48086 0.70182  -0.249
H53 7.56962 2.28115 1.94589  0.070
C27 5.63167 0.55308 3.01029  -0.259
H54 3.86200 -0.03547 0.99157  0.069
C28 -7.11276 1.96629 0.69776  -0.187
H55 7.12690 -3.33313 -6.63231  0.075
H56 5.71158 1.64600 3.10416  0.105
H57 -2.76315 0.75005 1.83868  0.111
C29 7.74386 1.69374 1.04391  -0.076
C30 0.76245 0.69213 0.81826  -0.145
H58 -1.35042 2.40930 2.91928  0.128
H59 2.81960 -1.92002 1.42395  0.059
C31 -7.73096 0.70331 1.38037  -0.196
H60 7.84273 -0.29259 1.83349  0.115
H61 -7.99592 -2.32093 1.00888  0.120
H62 -8.56125 1.08296 1.98781  0.110
H63 7.32028 2.22698 0.19282  0.055
C32 -5.63083 1.82153 0.28004  -0.215
C33 -10.06617 -2.50889 -0.66297  -0.120
H64 2.48903 0.31352 -2.55134  0.162


Q: Which value of Kohn-Sham gap does entry 1 give?
A: 7.61 eV


Q: Among the records above, which one has the highest HOMO level?
A: C33H64FN6